No. 1
# C29H40BCl49N2O5

A 17-piece molecular cluster, C29H40BCl49N2O5 overall (wB97M-V/def2-TZVPD, OMol25).

Structure (XYZ):
```
126
Properties=species:S:1:pos:R:3
C -0.07813 -4.32484 2.03004
C -0.97754 -4.34436 0.81022
O -0.26764 -3.73450 -0.27242
C -0.91290 -3.63392 -1.43465
O -2.00161 -4.12562 -1.64271
C -0.13532 -2.80225 -2.40689
C -0.43166 -1.30903 -2.10661
C 0.68136 -0.42760 -2.65805
C 0.74101 1.03446 -2.15339
Cl -0.58545 1.94885 -2.89438
C 2.13813 1.48183 -2.62604
O 2.42715 1.95146 -3.69349
N 3.06028 1.19449 -1.57736
C 2.24724 0.66066 -0.42981
C 2.96213 0.80153 0.91847
C 3.32615 -0.55022 1.52268
N 4.56356 -1.09325 0.93160
C 0.88638 1.31170 -0.64347
B -0.30784 1.13145 0.38650
O -1.56442 0.70844 0.00169
O -0.08125 1.43028 1.71702
C -0.38064 2.79212 2.05236
H 0.68850 -5.09864 1.99794
H 0.38134 -3.33812 2.11929
H -0.67914 -4.47501 2.92378
H -1.90747 -3.81607 1.03600
H -1.25107 -5.36731 0.55737
H 0.93410 -2.98127 -2.27113
H -0.44972 -3.08674 -3.41048
H -1.37219 -1.05065 -2.59243
H -0.52328 -1.20566 -1.02856
H 1.64509 -0.91553 -2.49780
H 0.56317 -0.35203 -3.74348
H 3.46103 2.10187 -1.34168
H 2.18806 -0.40829 -0.64685
H 2.33490 1.33279 1.63458
H 3.87615 1.38573 0.77589
H 3.46780 -0.47109 2.60214
H 2.48086 -1.23979 1.37181
H 4.36428 -1.32606 -0.03777
H 4.73534 -1.99354 1.36933
H 1.10357 2.39364 -0.58689
H -1.98855 1.29598 -0.63535
H -0.27348 3.46501 1.19336
H -1.41183 2.87492 2.40770
H 0.30857 3.11644 2.83152
C -5.10970 1.44776 0.84337
Cl -6.78131 1.98782 0.92009
Cl -4.00798 2.82265 0.97984
Cl -4.75277 0.26055 2.10316
H -4.95337 0.96232 -0.11081
C -4.97629 1.97644 5.33819
Cl -6.66239 2.40945 5.60917
Cl -3.94429 3.40052 5.21518
Cl -4.37497 0.90211 6.60239
H -4.90037 1.45726 4.39420
C 0.76461 -7.13268 -0.77033
Cl 0.06567 -7.65395 0.76525
Cl 2.31705 -6.32561 -0.53486
Cl 0.92419 -8.49075 -1.88144
H 0.08276 -6.41654 -1.21322
C 4.46877 -7.86605 2.67402
Cl 2.75245 -7.57385 2.93208
Cl 5.36520 -6.34537 2.62910
Cl 5.12483 -8.94888 3.90074
H 4.58202 -8.34435 1.71037
C -1.78315 5.66898 -1.16422
Cl -0.04764 5.62856 -1.49500
Cl -2.56906 4.22615 -1.79299
Cl -2.08728 5.83536 0.56724
H -2.20286 6.53365 -1.66050
C -3.28785 9.30298 2.13853
Cl -1.60616 9.23073 1.61496
Cl -4.36565 9.43683 0.74916
Cl -3.70443 7.89601 3.11901
H -3.41653 10.18634 2.74875
C 2.00414 8.25304 2.57593
Cl 2.49067 9.85051 2.02243
Cl 1.26004 7.35648 1.25072
Cl 3.37235 7.36332 3.24910
H 1.26407 8.37759 3.35508
C 4.64379 9.15572 -1.94893
Cl 6.18725 9.94607 -2.26882
Cl 4.55236 8.55441 -0.29593
Cl 3.28339 10.24009 -2.24821
H 4.55228 8.31274 -2.62021
C -0.11077 -3.27536 6.01250
Cl -0.24843 -5.02436 5.83541
Cl 1.30951 -2.66524 5.16368
Cl -1.57345 -2.45803 5.45368
H 0.00076 -3.05495 7.06627
C 0.04813 4.26635 6.20911
Cl -0.31139 2.56811 5.91017
Cl 1.45062 4.78343 5.27308
Cl -1.35232 5.27863 5.85306
H 0.28398 4.38222 7.25802
C -3.72932 -6.33526 -3.69976
Cl -4.27001 -6.14807 -5.37321
Cl -4.78943 -7.43170 -2.81883
Cl -2.06084 -6.88475 -3.64469
H -3.77115 -5.36412 -3.22288
C 6.08916 -4.13385 -1.64856
Cl 7.80930 -3.78166 -1.76055
Cl 5.63863 -4.57325 0.00265
Cl 5.12691 -2.77173 -2.22575
H 5.87626 -4.98256 -2.28391
C -2.72953 -7.39127 -8.51334
Cl -2.23992 -5.84275 -9.18823
Cl -3.58575 -8.39664 -9.69381
Cl -1.34307 -8.25560 -7.85347
H -3.41283 -7.19299 -7.70004
C -3.64589 -6.03514 -13.98856
Cl -5.33672 -5.55922 -14.15801
Cl -2.58949 -4.62124 -14.03068
Cl -3.39860 -6.96045 -12.50969
H -3.39236 -6.66318 -14.83150
C -0.66662 11.02154 -3.09106
Cl -1.44333 10.45239 -1.61272
Cl 0.72647 12.03637 -2.71397
Cl -0.19810 9.66629 -4.11620
H -1.38028 11.62337 -3.63651
C 0.04633 -2.82172 10.87987
Cl -0.86527 -2.87370 9.36470
Cl -0.63442 -3.94041 12.05454
Cl 1.75076 -3.15764 10.59053
H -0.03735 -1.82011 11.27861
```

Values from the calculation:
LUMO	0.16	eV
energy	-658216.775	eV

=====

No. 2
# C33H42NO3

A 2-piece molecular cluster, C33H42NO3 overall (wB97M-V/def2-TZVPD, OMol25).

Structure (XYZ):
```
79
Properties=species:S:1:pos:R:3
C 4.70964 5.22698 0.56167
N 3.71350 4.56042 1.37510
C 3.89869 4.67639 2.81071
C 2.71060 3.81639 0.83342
C 1.65261 3.32673 1.64734
C 0.75142 2.41555 1.14673
C 0.87781 1.87799 -0.17540
C 0.11827 0.76843 -0.62253
C -0.69892 -0.04116 0.22419
C -1.90876 -0.63082 -0.26640
C -2.75827 -1.36736 0.51565
C -4.08163 -1.97372 -0.01721
C -3.97351 -3.49976 -0.04044
C -4.39831 -1.46679 -1.42362
C -5.26684 -1.61046 0.88765
C -2.34867 -1.67404 1.90012
O -2.98979 -2.50257 2.59112
C -1.14719 -1.02144 2.44394
C -0.76300 -1.24590 3.92287
C -1.92482 -0.88832 4.85719
C 0.44547 -0.39582 4.32603
C -0.40187 -2.71925 4.13626
C -0.35409 -0.30632 1.58793
C 1.79674 2.55801 -1.03542
C 2.70062 3.47676 -0.55107
H 4.28434 5.53839 -0.39871
H 5.06128 6.11644 1.10373
H 5.57724 4.57513 0.37169
H 3.51308 3.79036 3.32782
H 4.97332 4.77297 3.01455
H 3.39120 5.56602 3.21459
H 1.56681 3.66420 2.68102
H -0.06972 2.09562 1.78543
H 0.00828 0.64376 -1.69643
H -2.14232 -0.44183 -1.31469
H -3.80390 -3.86730 0.97473
H -4.90211 -3.93669 -0.42536
H -3.14226 -3.82803 -0.67390
H -4.52230 -0.37728 -1.41071
H -3.61449 -1.73311 -2.14274
H -5.34016 -1.91091 -1.76837
H -5.39241 -0.52403 0.93183
H -6.18165 -2.05519 0.47793
H -5.10528 -1.99860 1.89591
H -2.79041 -1.52015 4.64010
H -1.61309 -1.04976 5.89676
H -2.20226 0.16481 4.73068
H 1.34245 -0.69186 3.77073
H 0.24767 0.67097 4.16717
H 0.65111 -0.54433 5.39370
H 0.44229 -2.99753 3.49452
H -0.11927 -2.88346 5.18242
H -1.26200 -3.34917 3.89103
H 0.60515 0.07535 1.94315
H 1.79900 2.30263 -2.09539
H 3.44815 3.90393 -1.22058
C -0.64056 -4.92672 -2.64407
C -0.92059 -3.46486 -2.84783
O 0.29932 -2.75824 -2.55145
C 0.22228 -1.44235 -2.88069
C 1.47606 -0.76416 -2.64181
C 1.95241 0.21511 -3.52362
C 1.06732 1.03849 -4.29806
C 1.56038 2.12111 -5.01670
C 2.93461 2.40342 -5.04100
C 3.82576 1.57108 -4.33958
C 3.35826 0.50180 -3.59078
O -0.84071 -0.95295 -3.29763
H -1.57433 -5.48996 -2.63783
H -0.03015 -5.29807 -3.47004
H -0.10516 -5.10810 -1.70995
H -1.22976 -3.25929 -3.88294
H -1.71086 -3.10388 -2.17016
H 2.17231 -1.24567 -1.96885
H 0.00157 0.81179 -4.27245
H 0.86693 2.75333 -5.57514
H 3.31532 3.25401 -5.61213
H 4.90007 1.76327 -4.38006
H 4.03205 -0.15044 -3.02565
```

Values from the calculation:
LUMO	1.90	eV
energy	-42535.836	eV
total charge	-1

=====

No. 3
# C18H20N2O3S

One molecule with the formula C18H20N2O3S (wB97M-V/def2-TZVPD, OMol25).

Structure (XYZ):
```
44
Properties=species:S:1:pos:R:3
C 5.95212 4.68948 -1.19446
C 4.44445 4.68180 -1.87506
C 4.39817 3.64840 -3.11764
O 4.64867 2.44755 -2.79087
C 3.58290 1.88650 -2.28642
C 2.46795 2.28084 -1.92152
C 1.60675 1.50215 -1.21512
C 1.84338 0.06265 -1.07050
N 0.78696 -0.61010 -0.37536
C 0.73199 -2.20454 -0.72357
O 1.31997 -2.65457 -1.61747
C -0.43877 -2.60817 0.24639
C -0.64197 -1.47212 1.26324
N -2.21023 -1.03849 1.28790
C -3.02616 -2.18258 2.00554
C -4.28870 -1.64737 2.09115
C -5.03719 -0.93316 0.91484
C -6.20085 -0.76434 1.39537
C -6.68749 -1.31717 2.55708
S -5.29144 -1.98691 3.45789
C 0.10899 -0.42515 0.72084
O -0.03816 0.79990 1.01257
C 3.17889 -0.38277 -1.27644
C 4.02878 0.46930 -1.76881
H 6.45972 3.68190 -0.85031
H 6.79007 5.14685 -1.99368
H 5.98048 5.48763 -0.37757
H 4.01361 4.35786 -1.17489
H 4.30863 5.78351 -2.08038
H 5.44821 4.00712 -3.59205
H 3.59960 3.88265 -3.67763
H 2.02435 3.14787 -2.40668
H 0.55575 1.50000 -1.16441
H -0.15924 -3.63587 0.63353
H -1.31709 -2.66671 -0.50609
H -0.35552 -1.72434 2.17789
H -2.19476 -0.14481 1.57418
H -2.58763 -2.23164 3.04799
H -2.76042 -2.99775 1.71878
H -4.63346 -0.47801 0.13565
H -7.14306 -0.26816 0.67425
H -7.75370 -1.34478 2.75880
H 3.52750 -1.42251 -1.00861
H 5.21711 -0.05469 -2.00431
```

Values from the calculation:
LUMO	0.38	eV
structure (SMILES)	CCCOc1ccc(N2C(=O)C[C@H](NCc3cccs3)C2=O)cc1
energy	-38935.708	eV

=====

No. 4
# C3H6OS

One molecule with the formula C3H6OS (wB97M-V/def2-TZVPD, OMol25).

Structure (XYZ):
```
11
Properties=species:S:1:pos:R:3
C 0.79356 0.54728 0.19414
C -1.76840 0.80605 -0.32533
C 1.71695 -0.60907 -0.05088
O -0.58831 0.37172 0.06762
S -3.05364 -0.39169 -0.03794
H 1.01467 1.57439 0.48994
H -2.02534 1.78565 -0.20613
H 2.13857 -0.61048 -0.98311
H 1.42331 -1.51596 0.33418
H 2.55568 -0.48108 0.50866
H -2.20704 -1.47681 0.00885
```

Values from the calculation:
LUMO (alpha / beta)	0.85 / 0.88	eV
energy	-16086.122	eV

=====

No. 5
# H30O15

A 15-piece molecular cluster, H30O15 overall (wB97M-V/def2-TZVPD, OMol25).

Structure (XYZ):
```
45
Properties=species:S:1:pos:R:3
O -15.41600 -4.07400 -7.84100
H -16.27200 -4.26000 -8.23700
H -15.13900 -3.24500 -8.23300
O -17.61600 -10.06600 -7.69200
H -18.31600 -10.65700 -7.87800
H -17.96600 -9.15500 -7.67100
O -16.47500 -7.32500 -7.79600
H -16.82900 -7.56000 -6.94000
H -17.13200 -7.08100 -8.43600
O -14.48600 -9.54800 -6.41200
H -15.31800 -9.56200 -5.99600
H -14.57300 -10.15600 -7.15400
O -13.00800 -7.61600 -8.29500
H -13.80700 -7.60800 -8.79400
H -12.35700 -7.92000 -8.95300
O -19.48100 -5.53800 -7.32400
H -18.68200 -5.58700 -6.76300
H -19.62400 -6.39800 -7.66600
O -14.52100 -5.86600 -10.19900
H -14.51600 -5.48400 -9.30500
H -15.27900 -6.43600 -10.32200
O -18.03000 -8.03500 -5.46700
H -18.48800 -7.37200 -4.95700
H -18.71000 -8.62300 -5.69500
O -17.46200 -6.75200 -10.78300
H -17.30200 -5.83000 -10.62600
H -16.91300 -7.09500 -11.47100
O -17.57600 -4.51900 -8.97800
H -18.42500 -4.88500 -9.11200
H -17.44700 -3.83600 -9.56200
O -16.36200 -9.97200 -4.17800
H -16.92100 -10.15500 -3.42500
H -16.98500 -9.49600 -4.73500
O -19.93800 -8.00400 -8.13400
H -20.28200 -8.64500 -7.53700
H -20.07700 -8.40000 -8.99400
O -18.95300 -9.28300 -10.58700
H -18.86500 -9.45300 -11.52300
H -18.26800 -8.67300 -10.46500
O -15.34600 -8.69300 -9.87800
H -15.67800 -8.30900 -9.04500
H -14.97400 -9.53200 -9.63000
O -13.81100 -6.82100 -5.54200
H -13.39500 -6.08900 -5.93300
H -13.99000 -7.38300 -6.29500
```

Values from the calculation:
LUMO	-0.47	eV
energy	-31199.486	eV

=====

No. 6
# C13H32O4P

A 3-piece molecular cluster, C13H32O4P overall (wB97M-V/def2-TZVPD, OMol25).

Structure (XYZ):
```
50
Properties=species:S:1:pos:R:3
C 2.40656 4.80606 0.06260
P 1.10934 3.98482 -0.84160
C 0.55032 2.51517 -0.01709
C -0.54493 1.72362 -0.77566
C 0.04450 0.43798 -1.36396
C 0.63439 -0.50999 -0.31002
O 2.07255 -0.45070 -0.38527
C 2.75736 -0.07167 0.73706
C 2.68852 -1.03860 1.87778
O 3.39468 0.94684 0.71761
H 1.99117 5.25401 0.96645
H 2.88726 5.57231 -0.54431
H 3.13599 4.04057 0.34380
H 1.58956 3.63982 -2.10387
H 0.04105 4.85059 -1.07156
H 0.24843 2.81787 0.99060
H 1.47616 1.94099 0.08152
H -0.98070 2.32521 -1.58056
H -1.35840 1.50020 -0.08331
H 0.86133 0.69916 -2.04303
H -0.70797 -0.08219 -1.95903
H 0.31611 -1.54025 -0.46853
H 0.32603 -0.22293 0.70071
H 3.37171 -0.71912 2.66174
H 1.67691 -1.09897 2.28276
H 2.94399 -2.03486 1.51537
C -5.48619 1.47467 2.22173
C -4.66662 1.81470 0.99111
C -5.39148 1.47470 -0.29845
O -3.38613 1.16383 1.04015
H -5.70627 0.40367 2.24487
H -4.94524 1.73431 3.13086
H -6.43581 2.01001 2.21673
H -4.42107 2.87912 1.00138
H -5.60903 0.40373 -0.33870
H -4.78500 1.73477 -1.16618
H -6.33902 2.00953 -0.36560
H -3.54838 0.21339 1.05007
C 2.00389 -3.82186 -1.90544
C 2.65875 -4.39147 -0.65900
C 2.75786 -5.90511 -0.69597
O 1.97132 -3.95636 0.52201
H 0.98296 -4.20345 -2.00429
H 1.97097 -2.73285 -1.85511
H 2.55452 -4.10722 -2.80219
H 3.65937 -3.96537 -0.55410
H 1.75985 -6.34790 -0.76332
H 3.23993 -6.28048 0.20565
H 3.33056 -6.23795 -1.56191
H 1.08612 -4.33728 0.50452
```

Values from the calculation:
LUMO	-2.57	eV
energy	-31472.290	eV
total charge	+1

=====

No. 7
# C3H3NO2

One molecule with the formula C3H3NO2 (wB97M-V/def2-TZVPD, OMol25).

Structure (XYZ):
```
9
Properties=species:S:1:pos:R:3
O -1.46163 1.68595 -0.39118
C -1.26834 0.85729 0.47031
C -0.71107 -0.74876 0.01092
N 0.51286 -0.87399 -0.10482
C 1.61576 -0.26323 -0.41530
O 2.50253 -0.05418 0.34876
H -1.29840 0.86332 1.48357
H -1.50000 -1.42227 0.22084
H 1.60829 -0.04413 -1.62309
```

Values from the calculation:
LUMO	0.05	eV
structure (SMILES)	O=C/C=N\C=O
energy	-8741.451	eV

=====

No. 8
# C19H16N3O5Se2Sn

C19H16N3O5Se2Sn as an isolated structure (wB97M-V/def2-TZVPD, OMol25).

Structure (XYZ):
```
46
Properties=species:S:1:pos:R:3
Sn 0.48862 -0.33771 0.72623
O 4.30177 -0.22397 -0.78248
C 3.22567 0.34751 -0.75002
O 2.44897 0.36882 0.29762
C 2.79102 1.18287 -1.95047
C 2.34517 2.58759 -1.50943
C 2.24271 3.51601 -2.73332
C 0.89620 3.05460 -3.34916
C 0.54235 1.88623 -2.41869
O 0.98223 2.38354 -1.15215
C 1.51248 0.72086 -2.72502
C 0.95805 -0.67382 -2.42766
O 1.06589 -1.54459 -3.27287
O 0.31134 -0.84218 -1.30839
H 3.64838 1.21725 -2.61960
H 2.89425 2.98489 -0.65923
H 3.08932 3.39658 -3.41041
H 2.20043 4.55913 -2.42036
H 0.97835 2.75031 -4.39261
H 0.13767 3.83315 -3.27296
H -0.50898 1.62172 -2.35820
H 1.73952 0.69416 -3.78938
Se -3.45123 -2.56813 3.19914
Se -1.36974 -2.80095 4.12209
C -0.69203 -0.99151 4.10171
C 0.63800 -0.82048 4.48217
C 1.16290 0.45314 4.41729
C 0.35238 1.49579 3.98231
C -0.96755 1.21730 3.67133
N -1.49152 -0.01033 3.74636
C -3.14908 -3.04695 1.34956
C -4.00802 -4.00990 0.82931
C -3.89966 -4.32659 -0.51430
C -2.93035 -3.69245 -1.26897
C -2.10912 -2.75881 -0.65237
N -2.22288 -2.42564 0.63718
H 1.24852 -1.66781 4.76612
H 2.20336 0.62751 4.65956
H 0.73906 2.49924 3.87093
H -1.63431 1.99317 3.31869
H -4.72554 -4.50340 1.47030
H -4.55399 -5.06867 -0.95539
H -2.79688 -3.90962 -2.31991
H -1.33087 -2.24558 -1.20589
N -2.09576 1.90720 0.24558
C -1.20710 1.17051 0.32575
```

Values from the calculation:
LUMO	2.31	eV
energy	-171197.683	eV
total charge	-1

=====

No. 9
# C20H26N5O3Ti

C20H26N5O3Ti as an isolated structure (wB97M-V/def2-TZVPD, OMol25).

Structure (XYZ):
```
55
Properties=species:S:1:pos:R:3
Ti 0.17530 0.02162 0.06699
N 1.61242 1.65465 -0.48398
C 2.70632 1.02680 -1.28211
C 2.89995 -0.40896 -0.80365
O 4.00554 -0.86831 -0.64286
N 1.70665 -1.06348 -0.58628
C 1.81040 -2.21444 0.29743
C 1.34276 -1.78792 1.69412
O 1.22823 -2.47728 2.65251
O 0.96086 -0.45708 1.68628
H 1.99386 1.91749 0.42431
H 1.31673 2.52183 -0.92239
H 2.40845 1.02551 -2.33114
H 3.64208 1.57216 -1.18468
H 1.16718 -3.03486 -0.02571
H 2.83633 -2.58109 0.35431
C -0.27848 2.39774 2.16191
N -1.07943 1.42870 1.39054
C -2.13874 2.14815 0.64401
C -1.67991 0.39235 2.24554
C -1.99736 0.58715 3.57786
C -2.50259 -0.47598 4.31491
C -2.66154 -1.72430 3.73492
C -2.33057 -1.92404 2.40297
C -1.85962 -0.85807 1.65395
N -1.43504 -0.97105 0.29195
C -2.43232 -1.04698 -0.70477
C -3.72285 -1.52702 -0.48767
C -4.63575 -1.53822 -1.52936
C -4.28328 -1.07046 -2.78668
C -3.00721 -0.57519 -3.00167
C -2.09217 -0.55443 -1.96085
N -0.73335 -0.04113 -2.11697
C 0.01349 -0.96393 -3.01348
C -0.74116 1.30671 -2.72517
H -0.90200 2.99375 2.83046
H 0.20192 3.08856 1.46801
H 0.47208 1.86378 2.74205
H -2.81479 2.65061 1.33976
H -2.71261 1.44904 0.03792
H -1.67740 2.90274 0.00486
H -1.84606 1.54235 4.05986
H -2.75067 -0.32948 5.35692
H -3.02278 -2.55316 4.32756
H -2.40655 -2.90414 1.95136
H -4.01323 -1.88530 0.48850
H -5.63358 -1.91712 -1.35492
H -4.99779 -1.08618 -3.59745
H -2.73665 -0.20652 -3.98254
H -0.46783 -0.99627 -3.99293
H 0.02277 -1.95898 -2.57717
H 1.04038 -0.62446 -3.12006
H -1.20269 1.29985 -3.71377
H 0.28506 1.65308 -2.84419
H -1.29605 2.00068 -2.09501
```

Values from the calculation:
LUMO (alpha / beta)	-3.96 / -3.96	eV
energy	-57867.647	eV
total charge	+1

=====

Q: Look up the energy of the sixth one.
A: -31472.290 eV